# 1
Below is a molecular structure, C26H30AuN4O6S, with properties calculated with ωB97M-V/def2-TZVPD.

For the frontier orbital gap, the calculation gives 7.3 eV. As for the energy above the lowest of the compared OMol25 structures with the same formula, charge and spin: 25.46 kJ/mol. The lowest unoccupied orbital energy is 2.73 eV.

Structure (ORCA input):
```
! wB97M-V def2-TZVPD RIJCOSX def2/J DEFGRID3
* xyz -1 1
Au 0.169 0.246 -0.512
C 1.844 -5.497 -0.084
C 0.950 -4.485 -0.748
C 0.024 -3.763 -0.001
C -0.798 -2.825 -0.602
C -0.676 -2.581 -1.961
C 0.235 -3.291 -2.724
C 1.038 -4.245 -2.117
S -1.747 -1.404 -2.752
O -3.032 -1.506 -2.094
O -1.730 -1.723 -4.167
N -1.011 -0.004 -2.450
C -1.565 1.138 -2.977
C -2.705 1.215 -3.768
C -3.180 2.443 -4.255
C -2.551 3.628 -3.990
C -1.380 3.609 -3.201
C -0.650 4.775 -2.881
C 0.486 4.687 -2.128
C 0.899 3.416 -1.684
N 0.242 2.321 -1.961
C -0.886 2.381 -2.700
H 1.993 -5.251 0.967
H 2.823 -5.534 -0.566
H 1.413 -6.500 -0.136
H -0.033 -3.915 1.070
H -1.529 -2.272 -0.027
H 0.296 -3.098 -3.788
H 1.755 -4.800 -2.712
H -3.253 0.318 -4.014
H -4.080 2.433 -4.859
H -2.925 4.572 -4.368
H -1.010 5.732 -3.244
H 1.064 5.563 -1.864
H 1.791 3.308 -1.076
C 0.592 3.256 4.120
C -0.823 2.701 4.234
C -0.958 1.283 3.662
C -2.424 0.804 3.803
C -2.728 -0.512 3.094
C -0.092 0.344 4.473
O -0.107 0.313 5.690
N 0.703 -0.493 3.753
C 0.804 -0.582 2.348
O 1.508 -1.469 1.899
N 0.113 0.314 1.600
C -0.644 1.305 2.163
O -1.161 2.179 1.490
H 0.653 4.255 4.553
H 0.898 3.325 3.075
H 1.310 2.625 4.650
H -1.518 3.335 3.686
H -1.136 2.667 5.279
H -3.049 1.599 3.392
H -2.639 0.725 4.871
H -2.676 -0.401 2.010
H -3.731 -0.859 3.346
H -2.028 -1.299 3.386
H 1.259 -1.167 4.258
C 4.841 -1.780 -1.206
C 3.382 -1.562 -0.848
O 2.920 -0.275 -1.244
H 5.172 -2.767 -0.872
H 5.472 -1.026 -0.733
H 4.994 -1.725 -2.287
H 3.223 -1.607 0.230
H 2.757 -2.338 -1.294
H 2.831 -0.256 -2.202
*
```

=====

# 2
Below is a molecular structure, C26H30BBr4F4N4O2PdSe2, with properties calculated with ωB97M-V/def2-TZVPD.

For the frontier orbital gap (spin up / spin down), the calculation gives 7.8 / 4.4 eV. As for the energy above the lowest of the compared OMol25 structures with the same formula, charge and spin: 15.00 kJ/mol. The lowest unoccupied orbital energy (spin up / spin down) is -2.44 / -6.31 eV.

Structure (ORCA input):
```
! wB97M-V def2-TZVPD RIJCOSX def2/J DEFGRID3
* xyz 1 5
Pd -2.316 0.419 -0.121
Br -4.287 6.946 1.595
C -3.751 5.419 0.658
C -3.610 5.480 -0.776
Br -3.927 7.095 -1.662
C -3.241 4.371 -1.490
Br -3.021 4.363 -3.350
C -3.000 3.136 -0.825
O -2.666 2.076 -1.455
C -3.104 3.083 0.626
O -2.839 1.991 1.223
C -3.497 4.257 1.334
Br -3.630 4.089 3.193
F 0.120 -2.359 0.011
B -1.255 -2.310 0.109
F -1.625 -1.392 1.170
F -1.830 -3.527 0.328
F -1.786 -1.701 -1.079
C 5.214 0.016 -3.485
C 4.326 0.969 -2.697
C 2.843 0.842 -3.035
C 2.189 -0.437 -2.528
N 2.226 -0.540 -1.064
C 1.430 0.118 -0.209
Se 0.068 1.325 -0.695
N 1.719 -0.214 1.052
C 1.019 0.276 2.239
C 1.325 1.732 2.569
C 2.798 2.071 2.809
C 3.624 2.291 1.543
C 2.743 -1.143 1.025
C 3.411 -1.805 2.051
C 4.379 -2.708 1.672
C 4.677 -2.949 0.320
C 4.023 -2.289 -0.697
C 3.050 -1.368 -0.317
H 6.268 0.242 -3.331
H 5.013 0.090 -4.554
H 5.069 -1.025 -3.196
H 4.638 1.996 -2.894
H 4.473 0.820 -1.622
H 2.709 0.853 -4.121
H 2.290 1.704 -2.655
H 2.691 -1.324 -2.909
H 1.144 -0.513 -2.834
H 1.316 -0.385 3.053
H -0.048 0.115 2.068
H 0.733 1.971 3.456
H 0.929 2.378 1.776
H 3.256 1.293 3.428
H 2.839 2.983 3.406
H 3.823 1.370 0.998
H 4.591 2.729 1.787
H 3.118 2.983 0.865
H 3.180 -1.633 3.092
H 4.920 -3.254 2.432
H 5.440 -3.673 0.073
H 4.254 -2.486 -1.732
C -4.611 -2.046 2.589
N -4.678 -2.689 1.287
C -4.684 -4.046 1.088
C -4.687 -4.254 -0.249
N -4.680 -3.022 -0.849
C -4.638 -2.778 -2.282
C -4.680 -2.067 0.095
Se -4.786 -0.223 -0.213
H -5.253 -2.589 3.278
H -4.956 -1.020 2.488
H -3.580 -2.053 2.939
H -4.661 -4.737 1.910
H -4.674 -5.163 -0.820
H -4.722 -3.736 -2.787
H -3.691 -2.303 -2.536
H -5.463 -2.131 -2.570
*
```

=====

# 3
Below is a molecular structure, C26H30BFKN3O5, with properties calculated with ωB97M-V/def2-TZVPD.

For the frontier orbital gap, the calculation gives 2.7 eV. As for the energy above the lowest of the compared OMol25 structures with the same formula, charge and spin: 14.25 kJ/mol. The lowest unoccupied orbital energy is -1.97 eV.

Structure (ORCA input):
```
! wB97M-V def2-TZVPD RIJCOSX def2/J DEFGRID3
* xyz 0 1
K 0.086 -0.418 0.173
C -6.292 -0.099 -4.229
C -6.456 0.155 -2.740
N -5.226 0.592 -2.097
C -4.434 -0.354 -1.480
C -3.236 -0.128 -0.917
C -2.375 -1.217 -0.271
O -2.301 -1.158 0.969
O -1.740 -1.924 -1.067
C -2.668 1.203 -0.993
O -1.555 1.520 -0.575
C -3.517 2.214 -1.658
C -3.021 3.517 -1.758
C -3.755 4.469 -2.405
F -3.261 5.724 -2.566
C -5.005 4.172 -2.958
C -5.501 2.886 -2.862
C -4.764 1.879 -2.213
N -5.774 5.149 -3.676
C -5.522 5.225 -5.105
C -6.823 5.698 -5.789
N -7.742 6.161 -4.700
C -7.067 7.188 -3.845
C -5.924 6.471 -3.094
H -7.234 -0.438 -4.661
H -5.541 -0.869 -4.406
H -5.974 0.798 -4.761
H -6.768 -0.759 -2.235
H -7.241 0.889 -2.537
H -4.867 -1.347 -1.475
H -2.045 3.726 -1.341
H -6.470 2.677 -3.294
H -5.244 4.241 -5.475
H -4.702 5.917 -5.345
H -7.339 4.909 -6.334
H -6.673 6.551 -6.448
H -7.935 5.350 -4.104
H -8.630 6.492 -5.075
H -7.812 7.629 -3.186
H -6.701 7.950 -4.531
H -6.164 6.362 -2.037
H -5.024 7.087 -3.174
C 9.586 0.657 -3.047
C 8.619 1.291 -2.048
C 8.447 2.768 -2.427
C 9.253 1.200 -0.654
C 7.251 0.605 -2.038
C 6.940 -0.458 -2.878
C 5.685 -1.078 -2.866
C 4.744 -0.603 -1.983
O 3.476 -1.012 -1.766
B 2.885 -0.192 -0.714
O 3.964 0.736 -0.365
C 5.040 0.462 -1.131
C 6.274 1.074 -1.145
H 10.546 1.177 -3.011
H 9.208 0.723 -4.068
H 9.767 -0.394 -2.818
H 9.413 3.280 -2.434
H 7.796 3.285 -1.722
H 8.000 2.860 -3.418
H 10.232 1.686 -0.644
H 9.383 0.158 -0.357
H 8.631 1.683 0.099
H 7.681 -0.835 -3.569
H 5.463 -1.906 -3.526
H 6.468 1.896 -0.469
*
```

=====

# 4
Below is a molecular structure, C26H30Br2N2O4PS2Y, with properties calculated with ωB97M-V/def2-TZVPD.

For the frontier orbital gap, the calculation gives 6.3 eV. As for the energy above the lowest of the compared OMol25 structures with the same formula, charge and spin: 43.57 kJ/mol. The lowest unoccupied orbital energy is -1.36 eV.

Structure (ORCA input):
```
! wB97M-V def2-TZVPD RIJCOSX def2/J DEFGRID3
* xyz 0 1
Y 0.731 0.140 0.133
Br 1.865 -3.979 -6.149
C 1.068 -2.864 -4.846
C 0.683 -1.582 -5.189
C 0.107 -0.761 -4.229
C -0.065 -1.240 -2.940
C 0.357 -2.518 -2.589
C 0.912 -3.343 -3.551
N -0.656 -0.426 -1.925
C -1.792 0.086 -2.175
C -2.412 1.022 -1.224
C -3.761 1.320 -1.323
C -4.306 2.205 -0.401
C -3.474 2.752 0.555
C -2.133 2.386 0.580
N -1.597 1.536 -0.291
H 0.844 -1.219 -6.194
H -0.161 0.258 -4.475
H 0.262 -2.868 -1.569
H 1.236 -4.340 -3.292
H -2.326 -0.135 -3.100
H -4.363 0.865 -2.097
H -5.357 2.459 -0.437
H -3.842 3.453 1.291
H -1.467 2.780 1.334
C 0.817 -3.470 4.469
C 1.540 -2.224 4.934
C 2.798 -2.517 5.723
O 1.857 -1.312 3.849
P 2.387 -1.583 2.394
S 3.084 0.092 1.644
S 0.944 -2.348 1.195
O 3.494 -2.692 2.658
C 4.417 -3.351 1.746
C 5.321 -2.362 1.041
C 3.701 -4.277 0.784
H 0.499 -4.029 5.350
H 1.465 -4.114 3.874
H -0.061 -3.218 3.877
H 0.856 -1.624 5.540
H 3.509 -3.081 5.121
H 2.546 -3.106 6.606
H 3.270 -1.592 6.051
H 5.008 -3.951 2.441
H 4.767 -1.765 0.317
H 6.099 -2.914 0.512
H 5.794 -1.688 1.754
H 3.155 -3.722 0.024
H 3.002 -4.925 1.310
H 4.448 -4.900 0.289
C 3.739 -1.398 -2.436
O 2.791 -0.900 -1.501
C 2.379 0.474 -1.686
O 2.859 1.078 -2.608
H 3.974 -2.421 -2.145
H 4.647 -0.792 -2.427
H 3.337 -1.387 -3.451
Br -1.424 1.707 6.759
C -0.928 1.411 4.947
C 0.054 2.195 4.365
C 0.398 1.939 3.043
C -0.148 0.905 2.272
C -1.144 0.157 2.923
C -1.546 0.399 4.232
H 0.535 2.978 4.935
H 1.193 2.557 2.626
H -1.635 -0.670 2.413
H -2.312 -0.204 4.702
*
```

=====

# 5
Below is a molecular structure, C26H30CuN3O3Te, with properties calculated with ωB97M-V/def2-TZVPD.

For the frontier orbital gap (spin up / spin down), the calculation gives 6.7 / 6.3 eV. As for the energy above the lowest of the compared OMol25 structures with the same formula, charge and spin: 90.40 kJ/mol. The lowest unoccupied orbital energy (spin up / spin down) is 2.47 / 1.76 eV.

Structure (ORCA input):
```
! wB97M-V def2-TZVPD RIJCOSX def2/J DEFGRID3
* xyz -1 2
Cu -0.176 0.548 -0.431
N 1.891 1.072 0.405
N 2.598 1.435 -0.748
C 1.876 1.634 -1.966
O 2.461 2.277 -2.833
O 0.728 1.084 -2.032
H 1.671 1.855 1.011
H 2.374 0.351 0.921
H 3.382 2.057 -0.636
C -6.312 -6.748 3.211
C -5.465 -5.592 2.745
C -4.809 -5.635 1.523
C -4.013 -4.581 1.081
C -3.312 -4.734 -0.244
C -3.875 -3.429 1.871
Te -2.449 -1.790 1.157
N -1.538 0.238 0.784
C -2.113 1.068 1.625
O -3.037 0.763 2.436
C -1.628 2.504 1.708
C -1.832 3.182 2.908
C -1.411 4.493 3.064
C -0.806 5.161 2.008
C -0.614 4.502 0.802
C -1.022 3.184 0.654
C -3.749 -1.380 -0.483
C -5.054 -0.928 -0.240
C -5.590 -0.717 1.148
C -5.884 -0.644 -1.321
C -5.457 -0.794 -2.629
C -6.370 -0.506 -3.792
C -4.154 -1.209 -2.853
C -3.284 -1.490 -1.805
C -1.874 -1.873 -2.160
C -4.525 -3.386 3.108
C -4.409 -2.190 4.024
C -5.312 -4.457 3.525
H -6.264 -7.572 2.500
H -7.356 -6.443 3.312
H -5.974 -7.111 4.183
H -4.901 -6.519 0.900
H -3.365 -5.766 -0.592
H -2.263 -4.452 -0.154
H -3.764 -4.088 -0.998
H -2.337 2.657 3.707
H -1.557 4.997 4.011
H -0.497 6.193 2.120
H -0.138 5.014 -0.024
H -0.887 2.683 -0.298
H -4.860 -0.173 1.749
H -5.788 -1.676 1.628
H -6.521 -0.151 1.115
H -6.892 -0.290 -1.131
H -7.363 -0.215 -3.452
H -6.468 -1.387 -4.428
H -5.965 0.301 -4.405
H -3.794 -1.303 -3.872
H -1.841 -2.409 -3.109
H -1.425 -2.482 -1.378
H -1.262 -0.972 -2.256
H -3.747 -1.438 3.596
H -4.019 -2.489 4.999
H -5.388 -1.735 4.186
H -5.808 -4.404 4.491
*
```

=====

# 6
Below is a molecular structure, C26H30IN2O2S3SbTi, with properties calculated with ωB97M-V/def2-TZVPD.

For the frontier orbital gap (spin up / spin down), the calculation gives 5.9 / 6.7 eV. As for the energy above the lowest of the compared OMol25 structures with the same formula, charge and spin: 106.93 kJ/mol. The lowest unoccupied orbital energy (spin up / spin down) is 2.36 / 1.91 eV.

Structure (ORCA input):
```
! wB97M-V def2-TZVPD RIJCOSX def2/J DEFGRID3
* xyz -1 2
Ti -2.072 0.261 0.793
C 1.552 -0.180 -2.204
C 1.418 -1.545 -1.576
C 2.429 -1.982 -0.710
C 3.585 -1.054 -0.425
C 2.322 -3.214 -0.069
C 3.434 -3.707 0.828
C 1.171 -3.993 -0.241
C 0.983 -5.251 0.577
C 0.175 -3.571 -1.123
C -1.057 -4.409 -1.363
C 0.288 -2.335 -1.775
C -0.885 -1.855 -2.591
H 1.284 0.605 -1.487
H 0.920 -0.045 -3.077
H 2.580 0.010 -2.518
H 3.219 -0.040 -0.251
H 4.288 -0.997 -1.262
H 4.140 -1.348 0.461
H 3.447 -4.794 0.885
H 3.336 -3.326 1.849
H 4.411 -3.401 0.455
H 1.431 -5.146 1.564
H 1.433 -6.130 0.102
H -0.071 -5.464 0.735
H -1.896 -4.081 -0.740
H -0.881 -5.462 -1.156
H -1.384 -4.334 -2.400
H -0.983 -2.405 -3.532
H -0.818 -0.800 -2.829
H -1.815 -1.992 -2.034
C -2.397 1.156 -3.712
C -1.530 2.071 -2.896
N -0.851 3.011 -3.566
C -0.119 3.868 -2.850
C -0.041 3.899 -1.475
C 0.799 4.944 -0.808
O 0.037 5.918 -0.085
C -0.768 2.923 -0.729
C -0.799 2.952 0.677
N -1.475 2.100 1.494
C -1.260 2.253 2.872
C -0.001 2.562 3.393
C 0.199 2.672 4.758
C -0.846 2.454 5.643
C -2.097 2.120 5.149
C -2.297 2.030 3.782
I -4.167 1.490 3.051
C -1.470 1.965 -1.511
O -2.112 0.960 -0.883
H -1.812 0.699 -4.511
H -3.188 1.742 -4.185
H -2.853 0.379 -3.103
H 0.444 4.601 -3.424
H 1.412 5.441 -1.567
H 1.475 4.497 -0.076
H -0.791 6.039 -0.561
H -0.312 3.794 1.156
H 0.835 2.673 2.715
H 1.190 2.902 5.130
H -0.687 2.520 6.711
H -2.917 1.916 5.824
S -2.122 -1.800 4.328
Sb -1.736 -2.537 2.224
S -0.174 -0.764 1.289
S -3.548 -1.464 0.861
*
```